Entry 1:
The following is a quantum chemistry calculation of 11 unconnected molecules or ions with the total composition C43H112N4O14 at a distorted geometry, from the Open Molecules 2025 dataset.

Geometry as ORCA input:
```
! wB97M-V def2-TZVPD RIJCOSX def2/J DEFGRID3
* xyz 0 1
C -2.13 -3.10 7.40
O -1.73 -2.36 6.29
C -2.32 -2.79 4.99
C -2.26 -4.35 4.87
C -2.11 -5.00 3.51
N -3.57 -4.76 5.35
H -1.97 -2.37 8.20
H -1.50 -3.97 7.61
H -3.18 -3.39 7.38
H -3.27 -2.30 4.82
H -1.65 -2.37 4.25
H -1.57 -4.89 5.51
H -1.19 -4.75 2.98
H -2.95 -4.69 2.89
H -2.28 -6.08 3.51
H -3.65 -5.22 6.24
H -3.88 -5.39 4.62
C 3.65 4.17 0.52
O 2.60 3.89 -0.43
C 2.86 2.70 -1.23
C 2.38 2.79 -2.71
N 2.83 4.11 -3.17
C 2.21 4.57 -4.35
C 3.04 5.67 -4.97
O 2.45 5.87 -6.24
C 3.24 6.92 -6.72
H 3.86 3.36 1.21
H 3.30 4.97 1.17
H 4.57 4.42 -0.01
H 2.35 1.89 -0.71
H 3.87 2.28 -1.23
H 1.32 2.87 -2.92
H 2.72 1.97 -3.35
H 2.78 4.72 -2.37
H 1.26 5.02 -4.07
H 2.08 3.78 -5.09
H 4.10 5.42 -4.98
H 3.03 6.52 -4.29
H 3.04 7.07 -7.78
H 4.33 6.82 -6.63
H 2.96 7.90 -6.33
C 3.22 -1.40 0.82
O 2.04 -1.76 1.42
C 0.98 -2.11 0.48
C -0.40 -2.63 1.10
N -1.45 -2.64 0.10
C -2.76 -2.19 0.45
C -2.98 -0.68 0.61
O -2.22 -0.15 -0.50
C -2.20 1.27 -0.54
H 3.47 -1.92 -0.10
H 4.02 -1.73 1.48
H 3.24 -0.32 0.66
H 1.19 -2.76 -0.37
H 0.76 -1.23 -0.12
H -0.56 -1.92 1.91
H -0.14 -3.57 1.58
H -1.17 -2.01 -0.64
H -3.05 -2.71 1.36
H -3.43 -2.43 -0.38
H -2.49 -0.49 1.56
H -4.04 -0.43 0.73
H -1.71 1.62 -1.45
H -1.76 1.57 0.41
H -3.21 1.68 -0.54
C 4.64 5.06 7.41
O 3.87 4.57 6.37
C 3.89 5.30 5.20
C 2.73 5.11 4.25
N 2.64 3.75 3.78
C 1.40 3.56 2.98
C 1.23 2.16 2.63
O 1.26 1.32 3.80
C 0.14 0.48 4.04
H 5.68 5.14 7.07
H 4.60 4.37 8.25
H 4.30 6.02 7.82
H 4.84 5.09 4.70
H 3.95 6.37 5.35
H 2.79 5.84 3.44
H 1.80 5.33 4.78
H 2.67 3.05 4.50
H 1.34 4.14 2.06
H 0.50 3.85 3.53
H 2.03 1.78 2.00
H 0.37 1.92 2.01
H -0.25 0.45 5.06
H 0.45 -0.47 3.59
H -0.70 0.78 3.41
C -1.95 -0.28 -3.74
C -0.85 -1.28 -4.24
C 0.01 -0.82 -5.42
O 0.04 -1.39 -3.11
H -2.71 -0.26 -4.52
H -1.68 0.77 -3.60
H -2.43 -0.60 -2.82
H -1.29 -2.27 -4.41
H -0.13 0.26 -5.47
H -0.15 -1.26 -6.41
H 1.06 -1.10 -5.32
H -0.02 -2.31 -2.84
C 5.09 -0.70 -2.94
C 3.60 -1.05 -3.32
C 3.43 -2.56 -3.42
O 2.84 -0.50 -2.25
H 5.60 -1.37 -2.25
H 5.17 0.32 -2.59
H 5.68 -0.78 -3.85
H 3.32 -0.64 -4.29
H 4.17 -2.99 -4.09
H 2.42 -2.84 -3.71
H 3.61 -3.03 -2.45
H 1.95 -0.64 -2.61
C -2.06 -5.58 -2.55
C -0.52 -5.40 -2.64
C 0.15 -5.41 -3.98
O -0.19 -4.14 -2.13
H -2.34 -6.04 -3.49
H -2.64 -4.66 -2.47
H -2.27 -6.31 -1.77
H 0.00 -6.17 -2.06
H 1.20 -5.16 -3.87
H -0.38 -4.72 -4.64
H 0.02 -6.41 -4.40
H -0.71 -3.97 -1.34
C -1.31 4.49 -1.87
C -0.82 4.77 -0.46
C -1.92 5.03 0.47
O -0.19 3.56 -0.05
H -0.76 3.66 -2.33
H -1.21 5.35 -2.52
H -2.36 4.23 -1.97
H -0.13 5.59 -0.65
H -2.66 4.23 0.36
H -2.44 5.96 0.28
H -1.59 5.00 1.51
H 0.76 3.66 -0.14
C -5.78 -2.29 -2.22
C -6.42 -3.15 -1.20
C -6.13 -4.65 -1.30
O -5.88 -2.76 0.07
H -5.94 -1.21 -2.11
H -5.97 -2.60 -3.24
H -4.70 -2.41 -2.28
H -7.45 -2.91 -1.44
H -5.08 -4.78 -1.03
H -6.35 -4.99 -2.31
H -6.67 -5.25 -0.56
H -6.48 -3.16 0.71
C -6.30 3.14 2.16
C -5.83 3.20 0.74
C -6.19 1.93 0.00
O -6.33 4.21 -0.05
H -7.36 2.92 2.23
H -6.12 4.13 2.56
H -5.82 2.36 2.76
H -4.74 3.17 0.66
H -5.81 2.01 -1.02
H -7.27 1.84 -0.06
H -5.67 1.04 0.35
H -6.97 4.72 0.45
C 5.82 -4.22 1.68
C 5.07 -4.49 0.30
C 5.56 -5.63 -0.57
O 3.71 -4.65 0.59
H 6.11 -5.10 2.27
H 5.11 -3.79 2.38
H 6.69 -3.62 1.43
H 5.09 -3.59 -0.32
H 6.64 -5.53 -0.64
H 5.03 -5.73 -1.52
H 5.41 -6.51 0.06
H 3.44 -3.87 1.08
*
```

Summary:
SMILES = COC[C@H](C)N.COCCNCCOC.COCCNCCOC.COCCNCCOC.CC(C)O.CC(C)O.CC(C)O.CC(C)O.CC(C)O.CC(C)O.CC(C)O
frontier orbital gap = 8.7 eV

=====

Entry 2:
The following is a quantum chemistry calculation of 11 unconnected molecules or ions with the total composition C43H114N12O19 at a distorted geometry, from the Open Molecules 2025 dataset.

Geometry as ORCA input:
```
! wB97M-V def2-TZVPD RIJCOSX def2/J DEFGRID3
* xyz 0 1
C -4.45 4.80 0.78
O -5.68 4.98 1.45
C -6.00 3.96 2.38
C -6.44 2.72 1.61
N -7.00 1.67 2.47
C -7.59 0.54 1.80
C -6.67 -0.20 0.84
O -5.67 -0.90 1.55
C -4.63 -1.26 0.66
H -4.61 4.24 -0.14
H -3.69 4.27 1.36
H -4.05 5.80 0.61
H -6.87 4.31 2.93
H -5.15 3.73 3.02
H -5.57 2.31 1.07
H -7.14 2.92 0.79
H -6.21 1.44 3.07
H -8.45 0.91 1.23
H -7.97 -0.18 2.52
H -6.19 0.55 0.19
H -7.28 -0.81 0.16
H -3.76 -1.61 1.23
H -4.27 -0.49 -0.03
H -5.02 -2.12 0.12
C -6.50 -5.51 -4.88
O -6.79 -6.82 -4.40
C -6.21 -7.08 -3.15
C -4.69 -7.31 -3.24
N -3.84 -6.11 -3.05
C -4.26 -5.06 -2.17
C -4.06 -5.34 -0.66
O -2.80 -5.00 -0.14
C -1.63 -5.68 -0.55
H -5.49 -5.53 -5.29
H -6.56 -4.72 -4.13
H -7.23 -5.33 -5.66
H -6.55 -8.05 -2.79
H -6.51 -6.40 -2.35
H -4.41 -7.79 -4.17
H -4.45 -7.99 -2.40
H -2.87 -6.36 -2.94
H -5.28 -4.73 -2.30
H -3.63 -4.17 -2.27
H -4.25 -6.40 -0.44
H -4.77 -4.72 -0.11
H -1.76 -6.75 -0.63
H -0.93 -5.42 0.24
H -1.25 -5.18 -1.45
C 1.22 -3.99 1.68
O 1.34 -3.71 3.04
C 2.61 -3.66 3.61
C 2.48 -3.36 5.09
N 3.76 -3.08 5.78
C 4.76 -4.15 5.74
C 4.43 -5.43 6.49
O 3.50 -6.20 5.74
C 2.47 -6.75 6.52
H 0.19 -3.87 1.38
H 1.57 -5.01 1.43
H 1.90 -3.41 1.03
H 3.27 -2.94 3.11
H 3.08 -4.65 3.52
H 2.01 -4.22 5.59
H 1.74 -2.59 5.32
H 3.47 -2.90 6.74
H 5.68 -3.69 6.10
H 4.86 -4.47 4.71
H 4.08 -5.23 7.51
H 5.33 -6.02 6.69
H 2.76 -7.68 7.03
H 1.63 -7.00 5.89
H 2.16 -6.12 7.36
C 4.56 3.44 -3.35
O 5.33 4.07 -2.38
C 6.45 4.75 -2.95
C 6.10 5.98 -3.79
N 6.22 5.71 -5.21
C 6.07 6.93 -6.02
C 5.85 6.53 -7.48
O 5.81 7.64 -8.33
C 4.79 8.57 -8.10
H 3.70 2.90 -2.94
H 5.04 2.56 -3.81
H 4.24 4.09 -4.17
H 6.95 4.01 -3.59
H 7.16 5.03 -2.17
H 6.84 6.77 -3.56
H 5.20 6.49 -3.40
H 5.69 4.91 -5.52
H 7.03 7.45 -5.94
H 5.20 7.48 -5.65
H 4.89 6.01 -7.60
H 6.57 5.76 -7.75
H 3.85 8.05 -7.86
H 4.63 9.15 -9.01
H 5.07 9.23 -7.27
C -3.90 3.65 7.74
O -3.70 2.62 6.79
C -4.94 2.16 6.21
C -4.49 1.07 5.24
N -3.93 1.71 4.05
C -3.08 0.79 3.31
C -2.53 1.35 2.03
O -1.60 2.38 2.26
C -0.88 2.69 1.09
H -4.18 3.18 8.70
H -4.79 4.26 7.56
H -2.98 4.22 7.80
H -5.31 2.98 5.59
H -5.56 1.81 7.04
H -5.43 0.61 4.90
H -3.90 0.28 5.69
H -3.33 2.48 4.34
H -3.69 -0.08 3.04
H -2.25 0.40 3.93
H -3.36 1.66 1.36
H -2.08 0.54 1.42
H 0.14 2.28 1.22
H -0.78 3.77 1.00
H -1.20 2.24 0.15
C 4.81 1.01 -0.32
O 3.89 -0.04 -0.45
C 3.08 0.08 -1.62
C 1.77 0.78 -1.40
N 0.80 0.09 -0.51
C 0.56 -1.32 -0.88
C -0.85 -1.71 -0.51
O -1.86 -1.11 -1.31
C -2.00 -1.58 -2.62
H 5.47 1.19 -1.18
H 5.38 0.95 0.61
H 4.31 1.95 -0.05
H 2.93 -0.98 -1.85
H 3.56 0.57 -2.47
H 1.25 1.03 -2.34
H 1.97 1.74 -0.91
H -0.03 0.65 -0.70
H 1.33 -1.88 -0.36
H 0.75 -1.42 -1.96
H -1.05 -1.49 0.54
H -1.02 -2.78 -0.69
H -2.76 -0.97 -3.11
H -2.13 -2.66 -2.73
H -1.10 -1.34 -3.21
N -4.10 3.62 -2.83
C -4.16 2.39 -2.21
N -2.94 2.00 -1.73
O -5.17 1.71 -2.17
H -3.20 3.93 -3.16
H -4.90 3.93 -3.36
H -2.14 2.58 -1.92
H -2.88 1.25 -1.07
N -3.14 -3.26 -7.73
C -2.88 -4.04 -6.64
N -3.34 -3.53 -5.45
O -2.34 -5.13 -6.69
H -2.77 -3.61 -8.60
H -3.24 -2.27 -7.62
H -3.59 -2.56 -5.44
H -3.22 -4.02 -4.59
N 6.93 -3.86 -1.56
C 5.71 -3.33 -1.88
N 5.55 -2.04 -1.48
O 4.85 -3.96 -2.47
H 7.01 -4.84 -1.74
H 7.72 -3.33 -1.24
H 6.21 -1.61 -0.85
H 4.71 -1.53 -1.60
O 6.70 1.36 3.22
C 6.73 1.21 4.66
C 6.17 -0.16 4.97
O 4.90 -0.34 4.36
H 5.77 1.23 3.02
H 7.74 1.41 5.01
H 6.03 1.95 5.05
H 5.93 -0.12 6.04
H 6.88 -0.93 4.66
H 4.29 -0.77 4.96
O 2.33 4.42 0.60
C 3.69 4.80 0.60
C 4.08 6.00 -0.27
O 3.82 7.25 0.35
H 1.79 5.10 1.00
H 3.95 4.91 1.66
H 4.32 3.99 0.23
H 3.39 5.97 -1.12
H 5.11 5.83 -0.59
H 3.99 7.14 1.29
*
```

Summary:
SMILES = COCCNCCOC.COCCNCCOC.COCCNCCOC.COCCNCCOC.COCCNCCOC.COCCNCCOC.NC(N)=O.NC(N)=O.NC(N)=O.OCCO.OCCO
frontier orbital gap = 8.2 eV

=====

no.,E_LUMO (eV),total energy (eV)
1,0.513,-81023.2662
2,0.117,-103214.5594